ORCA calculation (ωB97M-V/def2-TZVPD) on C6H9NO in the gas phase in a non-equilibrium geometry.

CARTESIAN COORDINATES (ANGSTROEM)
H  2.455  -1.077  0.335
N  2.151  -1.159  -0.557
C  1.523  -0.072  -0.820
C  1.130  0.699  0.179
C  -0.376  0.651  0.647
C  -1.176  0.888  -0.582
C  -1.845  -0.256  -1.047
O  -1.592  -1.277  -0.091
C  -0.803  -0.895  0.941
H  0.959  -0.127  -1.600
H  1.188  1.939  0.210
H  1.822  0.327  1.030
H  -0.521  1.409  1.494
H  -1.646  1.919  -1.082
H  -2.264  -0.692  -1.981
H  -1.286  -1.017  2.034
H  0.280  -1.260  0.889

Summary:
gap between HOMO and LUMO = 9.41 eV
net charge = 0
SMILES = [H]/N=C\C[C@H]1C=COC1
relative energy (zero: lowest compared OMol25 entry of this formula, charge and spin) = 5.533 eV
DFT total energy = -9900.0709 eV